The following is a DFT calculation (the ωB97M-V functional and the def2-TZVPD basis) of a 2-piece molecular cluster, CH4Se overall in a non-equilibrium geometry.

Each line ends with the Löwdin spin population.
CARTESIAN COORDINATES (ANGSTROEM)
C -0.016 -0.124 -0.609  0.8001
Se -1.249 0.122 0.792  0.3321
H 1.410 1.248 -0.025  0.7799
H 0.581 -1.106 -0.447  0.0314
H -0.361 0.122 -1.525  0.0386
H -0.365 -0.262 1.814  0.0179

Values from the calculation:
**LUMO (alpha / beta)**: 0.8 / -1.5 eV
**HOMO level (alpha / beta)**: -7.2 / -9.9 eV
**Multiplicity**: 3
**HOMO-LUMO gap (alpha / beta)**: 8.00 / 8.49 eV


The following is a DFT calculation (the ωB97M-V functional and the def2-TZVPD basis) of CH51MnO27P as an isolated structure in a non-equilibrium geometry.

Each line ends with the Löwdin spin population.
CARTESIAN COORDINATES (ANGSTROEM)
O -2.023 0.082 2.850  0.0018
H -1.722 -0.240 1.997  0.0014
H -2.910 -0.281 2.890  0.0003
H -2.070 1.041 2.814  0.0001
O -3.912 2.430 0.588  0.0001
H -3.492 2.575 1.439  0.0000
H -3.299 2.006 -0.016  0.0001
H -4.652 1.839 0.748  0.0000
O -3.287 -2.575 1.064  0.0012
H -3.195 -2.006 0.297  0.0004
H -3.747 -2.049 1.723  0.0002
H -3.834 -3.345 0.892  0.0001
O -0.742 1.326 -3.374  0.0013
H -1.142 0.993 -4.181  0.0001
H 0.180 1.509 -3.566  0.0000
H -0.811 0.680 -2.667  0.0013
Mn 0.547 -0.318 -0.016  4.6311
C -1.898 4.071 3.316  0.0000
O -2.009 2.841 2.658  0.0002
H -1.344 4.762 2.680  0.0000
H -2.886 4.450 3.576  0.0000
H -1.337 3.935 4.241  0.0000
P -1.974 -0.300 -0.766  0.0134
O -2.557 1.147 -0.866  0.0035
O -3.107 -1.342 -1.089  0.0075
O -1.311 -0.431 0.623  0.0556
O -0.694 -0.443 -1.605  0.0539
O 2.047 3.997 -1.346  0.0009
H 2.864 3.919 -0.854  0.0000
H 1.606 4.754 -0.961  0.0000
O 1.514 -0.016 1.811  0.0487
H 1.399 0.653 2.486  0.0027
H 2.255 -0.540 2.117  0.0021
O 2.018 -4.335 2.091  0.0008
H 1.301 -3.866 2.516  0.0001
H 1.616 -5.139 1.761  0.0000
O -1.458 3.478 -1.198  0.0006
H -2.068 3.874 -1.820  0.0000
H -1.812 2.602 -1.040  0.0000
O 0.211 -4.898 -1.126  0.0012
H -0.593 -4.879 -1.646  0.0000
H 0.903 -5.080 -1.762  0.0000
O 2.287 0.033 -1.012  0.0497
H 2.919 0.600 -0.571  0.0027
H 2.820 -0.530 -1.573  0.0036
O 0.542 1.830 -0.011  0.0431
H -0.261 2.349 -0.004  0.0018
H 1.184 2.386 -0.452  0.0021
O -2.448 -3.956 -2.028  0.0001
H -2.561 -3.069 -1.686  0.0000
H -3.337 -4.251 -2.228  0.0000
O 0.822 -2.315 0.122  0.0537
H 0.823 -3.013 -0.534  0.0035
H 0.641 -2.764 0.948  0.0032
O 5.154 -0.584 -1.496  0.0011
H 5.714 -0.966 -0.821  0.0000
H 5.165 -1.223 -2.208  0.0000
O 3.680 -1.329 2.430  0.0008
H 4.125 -1.267 3.276  0.0000
H 3.842 -2.226 2.139  0.0001
O 2.825 -2.609 -3.079  0.0003
H 1.874 -2.511 -3.108  0.0000
H 3.155 -1.932 -3.669  0.0000
O 1.884 2.213 -3.399  0.0002
H 1.942 2.998 -2.855  0.0000
H 2.582 1.644 -3.074  0.0002
O -4.046 1.962 -2.879  0.0000
H -4.268 2.878 -2.713  0.0000
H -3.488 1.713 -2.142  0.0000
O 3.989 1.629 0.857  0.0005
H 3.988 2.154 1.657  0.0000
H 4.754 1.060 0.944  0.0000
O 0.227 -2.284 -3.192  0.0007
H -0.482 -2.793 -3.587  0.0000
H -0.215 -1.688 -2.587  0.0005
O 0.152 -2.488 3.088  0.0002
H -0.598 -2.397 3.676  0.0000
H 0.880 -2.088 3.563  0.0000
O 0.735 1.955 3.469  0.0009
H 0.543 1.948 4.406  0.0000
H -0.120 2.050 3.049  0.0000

Values from the calculation:
**LUMO (alpha / beta)**: -6.7 / -6.7 eV
**HOMO level (alpha / beta)**: -13.1 / -13.1 eV
**Multiplicity**: 6
**HOMO-LUMO gap (alpha / beta)**: 6.36 / 6.37 eV
**Total charge**: +2


The following is a DFT calculation (the ωB97M-V functional and the def2-TZVPD basis) of CH5AuO3 as an isolated structure in a non-equilibrium geometry.

Each line ends with the Löwdin spin population.
CARTESIAN COORDINATES (ANGSTROEM)
O 1.859 -0.077 -0.186  0.8807
Au 1.259 1.564 0.100  1.6475
H 2.630 -0.421 0.267  0.0335
O -0.420 0.712 0.306  0.2846
O -1.555 1.430 -0.094  0.0891
H -1.747 1.142 -0.998  0.0020
C -0.401 -0.863 0.157  0.0447
H -1.399 -1.310 0.265  0.0066
H -0.276 -1.003 -0.925  0.0052
H 0.050 -1.174 1.109  0.0060

Values from the calculation:
**LUMO (alpha / beta)**: -3.6 / -8.8 eV
**HOMO level (alpha / beta)**: -12.6 / -16.5 eV
**Multiplicity**: 4
**HOMO-LUMO gap (alpha / beta)**: 8.99 / 7.72 eV
**Total charge**: +1


Number 1: total energy -66442.2762 eV. Number 2: total energy -97747.3921 eV. Number 3: total energy -10933.5573 eV.